1.
A structure of composition C25H44BiCl3N4O3Si, computed with ωB97M-V with the def2-TZVPD basis set.

XYZ file:
```
81
Properties=species:S:1:pos:R:3:forces:R:3
C 2.185896 -1.430123 -5.041672 0.05 0.35 0.00
C 1.429867 -0.320670 -4.337470 -1.69 -1.15 0.29
H 2.142687 -1.297077 -6.125150 0.26 -0.01 0.12
H 1.754741 -2.422193 -4.829127 0.06 0.55 0.08
H 3.223743 -1.449162 -4.689100 -0.03 -0.10 -0.24
C 0.615069 0.529449 -4.991613 0.49 -0.98 1.10
C 0.535916 0.686016 -6.456040 0.26 0.28 -0.98
H -0.097271 1.088532 -4.406453 0.17 0.40 0.05
H -0.128362 -0.050345 -6.935084 0.20 0.09 0.13
H 1.545436 0.596630 -6.904793 -0.63 0.05 0.04
H 0.132204 1.677809 -6.702738 0.18 -0.23 -0.05
Bi -0.725824 -0.614258 2.527761 -0.59 -0.53 -0.97
Cl 1.889708 -0.671740 2.714923 -0.19 0.25 -0.04
Cl -0.872595 -3.118364 2.995536 -0.04 0.32 0.11
C 0.492395 2.383836 1.789664 -0.94 0.04 -0.19
O -0.547703 1.748794 1.530789 0.84 0.41 0.53
N 0.467874 3.705379 1.975614 -0.14 0.30 -0.12
C -0.775899 4.452936 1.761382 0.40 -0.07 0.09
C 1.691783 4.447896 2.233504 -0.04 -0.26 -0.22
H 1.476706 1.900441 1.899765 -0.23 0.04 0.01
H -1.636289 3.806324 1.950656 0.24 0.12 -0.04
H -0.824916 4.832702 0.733010 -0.01 -0.09 0.16
H -0.770472 5.297898 2.453665 -0.14 -0.06 -0.08
H 2.420604 3.733131 2.627212 0.04 0.33 -0.02
H 1.496587 5.238938 2.963772 0.09 -0.19 -0.04
H 2.088427 4.900832 1.314579 -0.08 -0.05 0.17
H -2.461926 -1.869185 -2.817265 -0.03 0.00 0.09
H -2.539524 0.794871 -3.842194 -0.16 0.07 0.13
C -3.299305 -1.427390 -2.267298 0.25 0.15 -0.19
C -3.271185 0.923995 -3.030631 0.44 -0.14 0.09
N -3.014004 -0.035066 -1.963875 -0.23 0.39 1.03
H -3.474403 -1.996837 -1.358601 0.00 0.18 0.03
C -2.794224 0.378218 -0.673035 -0.36 -0.39 0.35
O -2.848875 -0.344868 0.328186 -0.33 0.97 -1.22
H -3.190266 1.945086 -2.640887 -0.03 -0.22 -0.10
H -2.541019 1.474699 -0.610120 -0.23 -0.79 0.02
H -4.178267 -1.452846 -2.905203 -0.21 -0.18 -0.03
H -4.272712 0.768914 -3.451186 0.12 0.08 0.15
O 0.721992 -1.624778 -2.171312 -0.32 2.85 -0.83
C 1.454868 -0.428522 -2.794409 0.48 -0.13 1.83
C -0.014713 1.537964 -2.098416 0.28 -0.04 0.06
C 1.236511 1.006260 -2.171075 1.68 -0.39 -0.03
H -0.781192 0.853133 -2.323489 -1.10 -0.43 -0.17
C -0.239376 2.858940 -1.800316 0.27 0.50 0.08
H 2.524155 -0.558172 -2.579661 -0.05 -0.58 0.11
C 2.349881 1.850640 -1.828081 -0.52 -0.65 0.05
H -1.236726 3.229314 -1.876144 -0.60 0.37 0.16
C 0.806599 3.709976 -1.486575 1.00 0.14 0.03
C 2.130948 3.195913 -1.457933 -0.24 -0.21 -0.08
H 3.367627 1.396187 -1.833014 -0.82 0.58 0.00
H 0.624018 4.783709 -1.302897 0.13 -0.70 -0.03
H 2.973809 3.863225 -1.157058 -0.73 -0.72 -0.39
Si 0.600420 -3.107922 -1.125167 0.91 0.20 0.00
Cl -0.082030 -0.787400 0.202883 0.69 -0.75 -0.84
C -1.094075 -4.000681 -0.735748 -0.12 0.41 -0.36
C 1.598278 -3.764737 0.438402 0.17 0.81 -0.25
C 1.508921 -3.742716 -2.606869 0.10 -1.66 -0.07
H -1.979375 -3.364400 -0.842789 0.21 -0.10 -0.06
H -1.147673 -4.413106 0.290497 0.44 0.54 -0.41
H -1.238870 -4.874223 -1.393635 0.18 0.37 -0.10
H 0.785279 -3.693575 -3.427471 0.37 -0.13 -0.08
H 1.865169 -4.757721 -2.476658 0.15 -0.52 -0.26
H 2.362062 -3.083354 -2.804483 -0.24 -0.33 0.08
H 2.232238 -2.995580 0.888231 0.05 0.00 -0.04
H 2.255597 -4.609740 0.192635 -0.09 0.23 -0.44
H 0.971710 -4.135388 1.254991 -0.26 0.33 -0.30
C 1.488559 -2.072135 7.379331 0.65 -0.49 0.67
C 0.501667 -1.344694 6.589006 -1.71 0.79 -0.07
C -0.825120 -0.963415 6.885818 0.65 -0.15 -0.49
C -1.315620 -0.308241 5.751970 2.11 -0.51 -0.18
N -0.323042 -0.282295 4.815029 -0.20 0.47 1.85
N 0.746287 -0.893477 5.365622 -0.39 0.03 0.36
C -2.644033 0.298358 5.539737 -0.61 0.14 -0.20
H 1.829393 -1.463597 8.222775 0.00 -0.11 -0.06
H 1.043788 -2.985968 7.784524 0.12 0.11 -0.04
H 2.362225 -2.349190 6.784666 -0.11 0.02 0.04
H -1.373094 -1.155579 7.782300 -0.08 -0.12 0.35
H 1.600756 -0.975130 4.812653 -0.33 -0.01 -0.12
H -3.409537 -0.461250 5.767824 0.11 0.39 -0.20
H -2.797521 1.150986 6.225792 0.06 -0.33 -0.37
H -2.765378 0.649142 4.498047 -0.05 -0.13 0.54
```
Positions in Å, forces in eV/Å.

Calculated values
Molecular weight: 792.077 g/mol
Relative energy (zero: lowest compared OMol25 entry of this formula, charge and spin): 0.0 kcal/mol
LUMO: 0.40 eV
Kohn-Sham gap: 8.34 eV
Electronic energy: -3308.4669 Eh
Net charge: 0
Multiplicity: 1

---

2.
A structure of composition BrH3N2O2S, computed with ωB97M-V with the def2-TZVPD basis set.

XYZ file:
```
9
Properties=species:S:1:pos:R:3:forces:R:3
N 1.238144 0.404752 -0.617574 -1.39 -1.02 -0.78
N -0.813546 0.206295 1.076119 2.43 0.56 -3.30
O -1.273398 0.369517 -1.478626 0.66 0.75 -1.07
O -0.196363 -1.688590 -0.636475 0.44 0.53 -0.89
S -0.279357 -0.261869 -0.688176 -1.54 -0.58 4.51
Br 0.200532 -0.905573 2.099436 -0.13 -0.44 1.57
H 1.556658 0.507345 0.338385 0.10 0.25 -0.21
H 1.368360 1.118143 -1.303341 0.19 0.71 0.05
H -1.801030 0.249980 1.210251 -0.77 -0.76 0.12
```
Positions in Å, forces in eV/Å.

Calculated values
Molecular weight: 175.007 g/mol
Relative energy (zero: lowest compared OMol25 entry of this formula, charge and spin): 13.8 kcal/mol
LUMO: 0.29 eV
Kohn-Sham gap: 9.89 eV
Electronic energy: -3233.9103 Eh
Net charge: 0
Multiplicity: 1